# 1
# C27H68F6N6O7P

A cluster of 7 separate species, C27H68F6N6O7P in total (ωB97M-V/def2-TZVPD, OMol25).

Structure (XYZ):
```
115
C27H68F6N6O7P | OMol25 | ωB97M-V/def2-TZVPD
O -0.5897 -0.5858 1.3893
C -1.2277 0.4366 0.8622
O -1.5251 0.5341 -0.3499
O -1.4141 1.3677 1.6176
H -0.5200 -0.3243 2.3103
C -2.3010 5.8032 2.0762
N -1.3035 6.2573 1.0481
C -2.1051 7.2112 0.1369
C -0.1563 7.0881 1.7333
C -0.5853 5.1274 0.1978
C -1.4741 4.1020 -0.5654
O -2.5276 3.5310 0.1761
H -2.6549 6.5956 2.7358
H -1.6665 5.2193 2.7429
H -3.1461 5.2566 1.6576
H -2.7230 7.8699 0.7470
H -2.7168 6.5990 -0.5258
H -1.2478 7.6598 -0.3650
H 0.5872 6.4749 2.2424
H -0.6924 7.7059 2.4537
H 0.3228 7.6986 0.9678
H 0.1697 4.6552 0.8264
H -0.0157 5.6360 -0.5800
H -0.7968 3.3369 -0.9447
H -1.9034 4.5035 -1.4833
H -2.2081 2.7270 0.5920
C 3.1944 2.2319 4.2379
N 2.9160 1.6905 2.8455
C 2.5075 0.2020 2.9092
C 1.8004 2.5856 2.3331
C 4.2217 1.7952 2.0774
C 4.2357 1.2665 0.6521
O 4.3664 -0.1261 0.6241
H 4.0572 1.7421 4.6892
H 2.3588 1.9666 4.8856
H 3.4693 3.2851 4.2952
H 1.8128 0.1136 3.7444
H 3.2900 -0.5546 2.9669
H 1.9041 -0.0138 2.0275
H 2.1213 3.6268 2.3011
H 0.8974 2.4523 2.9289
H 1.6687 2.2453 1.3060
H 4.8953 1.1893 2.6834
H 4.3341 2.8759 1.9903
H 5.1181 1.6341 0.1285
H 3.3523 1.6397 0.1340
H 4.3162 -0.4232 -0.2874
C -4.9660 1.9007 -4.5533
N -4.0012 1.3698 -3.4930
C -2.7245 2.3159 -3.3812
C -4.6461 1.3668 -2.1626
C -3.5259 -0.1314 -3.7523
C -4.4655 -1.0179 -4.6827
O -5.7701 -1.2795 -4.1666
H -4.4353 2.1333 -5.4765
H -5.3521 2.8519 -4.1869
H -5.7688 1.1776 -4.6969
H -2.2193 2.2769 -4.3463
H -2.0418 1.8717 -2.6569
H -3.1303 3.2901 -3.1085
H -3.9387 1.1003 -1.3773
H -5.5171 0.7121 -2.1341
H -5.0651 2.3318 -1.8776
H -3.3733 -0.6261 -2.7931
H -2.5671 -0.1249 -4.2708
H -3.9633 -1.9848 -4.6524
H -4.4954 -0.6063 -5.6916
H -5.7163 -1.8482 -3.3951
C -2.1685 -4.2515 -1.8777
N -0.7620 -3.7143 -2.2687
C 0.1369 -4.9324 -2.2651
C -0.7413 -3.0424 -3.6594
C -0.4062 -2.6524 -1.1979
C 0.9508 -1.8858 -1.4803
O 2.0361 -2.6681 -1.8815
H -2.5282 -4.9575 -2.6262
H -2.7986 -3.3679 -1.9798
H -2.2110 -4.7864 -0.9289
H 1.0321 -4.6442 -2.8162
H -0.4044 -5.7098 -2.8043
H 0.4003 -5.2180 -1.2467
H 0.2543 -2.7442 -3.9879
H -1.3177 -2.1229 -3.5571
H -1.1419 -3.7744 -4.3607
H -0.5207 -3.0561 -0.1918
H -1.1675 -1.8747 -1.2579
H 1.2950 -1.2656 -0.6527
H 0.7824 -1.1529 -2.2692
H 2.8276 -2.1338 -1.7838
C 1.3418 -3.2361 1.9737
C 2.7151 -3.8379 2.3994
N 3.2641 -4.5544 1.2420
C 2.8066 -5.7255 0.6618
C 3.7207 -6.1702 -0.2218
N 4.6838 -5.2358 -0.3852
C 4.3969 -4.1935 0.4523
C 5.7826 -5.4032 -1.2788
H 0.5261 -3.9502 1.8609
H 1.5265 -2.8170 0.9845
H 0.8937 -2.5540 2.6962
H 2.5291 -4.5980 3.1581
H 3.4755 -3.1059 2.6719
H 1.8598 -6.1476 0.9650
H 3.6958 -7.0783 -0.8059
H 4.9423 -3.2696 0.5764
H 6.1711 -6.4203 -1.3303
H 6.6195 -4.7102 -1.1933
H 5.3748 -5.3176 -2.2860
P -0.6437 -1.8206 5.5160
F -0.8654 -0.4493 6.3437
F 1.0251 -1.6264 5.4892
F -0.5983 -2.7008 6.9295
F -0.5104 -3.1849 4.7044
F -2.2711 -1.9594 5.5308
F -0.7421 -0.9693 4.1228
```

The HOMO-LUMO gap comes out at 7.69 eV. Its total charge is +3. The HOMO energy is -14.58 eV.


# 2
# C27H68N5O9

A cluster of 5 separate species, C27H68N5O9 in total (ωB97M-V/def2-TZVPD, OMol25).

Structure (XYZ):
```
109
C27H68N5O9 | OMol25 | ωB97M-V/def2-TZVPD
N -5.0514 2.4608 -14.7115
O -5.6917 1.9625 -13.8064
O -4.2124 3.3405 -14.4544
O -5.3501 2.1733 -15.9056
C -3.8141 5.4777 -7.8997
O -4.7066 5.1899 -8.9403
C -4.0923 4.9000 -10.1802
C -5.1299 4.6478 -11.3185
N -5.9418 3.3191 -11.2518
H -6.8014 3.5079 -11.7473
H -5.5267 2.5507 -11.7591
C -6.1681 2.7922 -9.8656
C -7.0669 1.5743 -9.8291
O -6.3971 0.5232 -10.5102
C -7.1796 -0.6248 -10.4316
H -2.8210 5.0495 -8.0361
H -3.9606 5.0918 -6.8909
H -3.5299 6.5262 -7.8104
H -3.3530 4.1049 -10.0830
H -3.5277 5.8118 -10.3751
H -4.6143 4.6626 -12.2787
H -5.9946 5.3113 -11.3071
H -6.6672 3.6524 -9.4195
H -5.2585 2.6721 -9.2771
H -8.0103 1.8910 -10.2740
H -7.3759 1.3644 -8.8052
H -7.6412 -0.7202 -9.4488
H -6.5690 -1.4559 -10.7846
H -7.9883 -0.4114 -11.1306
C -2.5701 5.3666 -22.6418
O -3.8617 5.6304 -22.1978
C -3.8922 6.6253 -21.1492
C -3.3405 5.9856 -19.8093
N -3.9723 4.6300 -19.4915
H -4.9482 4.8848 -19.5438
H -3.7002 3.9904 -20.2242
C -3.6603 4.2156 -18.0155
C -2.2334 3.7906 -17.9173
O -1.4372 4.8718 -17.4500
C -0.0417 4.6758 -17.5190
H -2.3688 4.6284 -23.4180
H -2.0913 5.0319 -21.7215
H -1.9712 6.2063 -22.9944
H -4.8998 6.9571 -20.8987
H -3.2773 7.4789 -21.4343
H -3.5444 6.5791 -18.9180
H -2.2593 5.8598 -19.7522
H -4.3913 3.4282 -17.8317
H -3.9978 4.9783 -17.3138
H -1.8314 3.4139 -18.8578
H -2.0590 2.9593 -17.2341
H 0.3459 4.6230 -18.5364
H 0.2996 3.7873 -16.9878
H 0.4840 5.4602 -16.9746
C -10.2051 1.9831 -17.1826
O -9.6469 3.1686 -16.7081
C -8.3112 3.0592 -16.2469
C -8.0933 4.3521 -15.5264
N -8.0433 5.5409 -16.5444
H -7.2650 5.5049 -17.1871
H -8.8544 5.5339 -17.1463
C -7.9138 6.9403 -16.0487
C -9.1732 7.4057 -15.2936
O -10.3509 6.9545 -15.8755
C -11.4974 7.2410 -15.1311
H -10.0076 1.1592 -16.4968
H -9.9203 1.7394 -18.2061
H -11.2853 2.1228 -17.2258
H -7.5903 2.9367 -17.0552
H -8.1638 2.3358 -15.4450
H -7.1154 4.4484 -15.0545
H -8.9014 4.6190 -14.8453
H -7.8206 7.4777 -16.9924
H -7.1018 6.9698 -15.3222
H -9.2128 8.4907 -15.3899
H -9.1798 6.9764 -14.2917
H -11.4679 8.1756 -14.5710
H -11.6647 6.6048 -14.2620
H -12.4487 7.1160 -15.6483
C -3.9599 -7.8622 -13.2038
C -4.3922 -6.5185 -12.7001
C -4.1317 -5.4120 -13.7009
N -4.4796 -3.9960 -13.1521
C -4.5746 -2.9735 -14.3098
C -4.8004 -1.4953 -14.0367
C -3.8274 -0.9694 -12.9850
C -3.4703 -2.0138 -11.8683
C -3.3199 -3.5399 -12.2586
C -5.7772 -3.9191 -12.2714
H -4.7039 -8.1874 -13.9309
H -3.9974 -8.7132 -12.5236
H -2.9906 -7.8649 -13.7025
H -3.7364 -6.2520 -11.8713
H -5.3782 -6.7215 -12.2820
H -4.6944 -5.5630 -14.6221
H -3.1394 -5.4573 -14.1496
H -3.6815 -3.0612 -14.9285
H -5.4140 -3.2442 -14.9502
H -4.6622 -0.8715 -14.9198
H -5.8228 -1.3591 -13.6843
H -2.9414 -0.8088 -13.5992
H -4.0410 0.0622 -12.7048
H -2.7106 -1.6696 -11.1665
H -4.3574 -1.8619 -11.2534
H -2.3366 -3.7298 -12.6887
H -3.3265 -4.1104 -11.3298
H -6.3786 -4.6155 -12.8558
H -6.1240 -2.8904 -12.3700
H -5.7263 -4.3150 -11.2572
```

The spin multiplicity is 2. The HOMO-LUMO gap (spin up / spin down) comes out at 7.08 / 3.03 eV. Its total charge is +4. The HOMO energy (spin up / spin down) is -18.19 / -18.19 eV. Its expectation value of S² is 0.757.


# 3
# C27H68O21S5

A cluster of 7 separate species, C27H68O21S5 in total (ωB97M-V/def2-TZVPD, OMol25).

Structure (XYZ):
```
121
C27H68O21S5 | OMol25 | ωB97M-V/def2-TZVPD
C -2.4165 -6.2117 -3.8516
C -1.6157 -5.4918 -2.7974
O -2.5318 -5.0381 -1.7498
S -1.8927 -4.4403 -0.4109
C -2.2785 -5.7994 0.7177
O -0.4521 -4.4190 -0.5384
O -2.6480 -3.2626 -0.0714
H -2.7335 -7.1937 -3.5062
H -1.9085 -6.2988 -4.8094
H -3.2965 -5.5923 -4.0456
H -0.8930 -6.1321 -2.2932
H -1.1248 -4.6019 -3.1883
H -3.3399 -6.0149 0.6115
H -2.1237 -5.4818 1.7482
H -1.6469 -6.6563 0.5044
C -2.7305 -1.8685 -3.6208
C -4.1288 -1.3612 -3.2647
O -4.1252 -0.1898 -2.4690
S -4.1220 1.2312 -3.2936
C -5.8964 1.2951 -3.5908
O -3.7267 2.3049 -2.4276
O -3.4408 1.0696 -4.5568
H -2.2086 -1.0264 -4.0778
H -2.7617 -2.7252 -4.2933
H -2.1313 -2.1521 -2.7530
H -4.5955 -1.2224 -4.2449
H -4.6395 -2.1297 -2.6811
H -6.4457 0.8761 -2.7518
H -6.0582 0.5619 -4.3815
H -6.1588 2.3093 -3.8696
C -0.8054 -0.1032 -1.0986
C -0.2690 0.6299 0.1108
O -1.3039 1.4836 0.6541
S -0.7251 2.4873 1.8301
C -0.3626 1.2331 3.0991
O 0.5582 3.0303 1.4149
O -1.7494 3.3641 2.3170
H -1.2775 -1.0566 -0.8561
H 0.0976 -0.2882 -1.6860
H -1.5385 0.4337 -1.6979
H 0.0139 -0.1329 0.8395
H 0.5689 1.2689 -0.1612
H -1.1994 0.5470 3.2204
H -0.2041 1.7070 4.0681
H 0.5430 0.6858 2.8584
C 0.1529 4.4609 -1.5976
C 0.3463 5.7551 -0.8114
O 1.7046 6.1894 -1.1087
S 1.9410 7.4064 -2.1325
C 2.4463 6.4855 -3.5689
O 0.6877 8.0567 -2.4048
O 3.1152 8.1219 -1.6703
H 0.9343 3.7422 -1.3586
H 0.2082 4.6679 -2.6659
H -0.8213 4.0260 -1.3621
H -0.3923 6.5163 -1.0530
H 0.2363 5.5476 0.2521
H 2.9674 7.0439 -4.3427
H 1.4961 6.1819 -4.0112
H 3.0507 5.6351 -3.2685
C -4.3687 -0.3249 0.8553
C -4.9114 -0.1215 2.2652
O -3.7900 0.1114 3.1561
S -4.1242 0.9064 4.5201
C -4.5987 2.4759 3.8105
O -5.2949 0.3391 5.1301
O -2.9364 1.0008 5.3161
H -3.7095 -1.1917 0.8028
H -3.6989 0.5167 0.6607
H -5.1310 -0.4305 0.0889
H -5.7116 0.5948 2.4438
H -5.3479 -1.0666 2.6011
H -4.1193 2.5761 2.8372
H -4.0902 3.2801 4.3477
H -5.6670 2.6506 3.8516
C 2.5810 -2.4776 -0.1508
O 3.7627 -2.5676 -0.9292
C 3.5278 -3.2648 -2.1225
C 4.7880 -3.2696 -2.9848
O 5.1796 -1.9651 -3.3311
C 6.5260 -1.9001 -3.8122
C 6.7374 -0.4803 -4.2948
O 6.7928 0.3872 -3.2045
C 6.8868 1.7297 -3.6347
H 1.8870 -1.7843 -0.6466
H 2.7860 -2.0087 0.8086
H 2.1376 -3.4725 -0.0755
H 2.7145 -2.7666 -2.6617
H 3.2497 -4.3208 -2.0262
H 4.6214 -3.9127 -3.8589
H 5.6214 -3.7353 -2.4426
H 6.6340 -2.5762 -4.6643
H 7.1771 -2.1691 -2.9797
H 5.9200 -0.2195 -4.9806
H 7.6268 -0.4494 -4.9428
H 6.9579 2.4892 -2.8584
H 6.1152 1.9520 -4.3758
H 7.8829 1.8276 -4.1016
C 1.2476 4.0192 6.6357
O 1.4843 2.8038 5.9849
C 2.2069 1.8182 6.7381
C 2.6955 0.7266 5.8741
O 1.6397 -0.0921 5.4017
C 2.1298 -1.0693 4.4888
C 1.0107 -1.9876 4.0461
O 0.8049 -1.7832 2.6574
C -0.1164 -2.6705 2.0969
H 1.0769 4.7988 5.8924
H 2.0621 4.3404 7.2892
H 0.3019 3.9985 7.1889
H 1.4359 1.4634 7.4353
H 2.9840 2.3670 7.2770
H 3.4341 0.0706 6.3487
H 3.2328 1.1672 5.0212
H 2.8721 -1.6482 5.0499
H 2.5398 -0.5303 3.6305
H 0.0633 -1.6864 4.5118
H 1.2002 -3.0224 4.3445
H 0.2771 -3.6930 2.0491
H -0.4925 -2.4447 1.1021
H -1.0529 -2.7729 2.6671
```

The HOMO-LUMO gap comes out at 9.48 eV. As for the SMILES: CCOS(C)(=O)=O.CCOS(C)(=O)=O.CCOS(C)(=O)=O.CCOS(C)(=O)=O.CCOS(C)(=O)=O.COCCOCCOC.COCCOCCOC. Its total charge is 0. The energy relative to the best compared isomer or geometry (same formula, charge and spin) comes out at 28.1 kcal per mole. The HOMO energy is -9.49 eV.


# 4
# C27H70ClN2O8

A cluster of 9 separate species, C27H70ClN2O8 in total (ωB97M-V/def2-TZVPD, OMol25).

Structure (XYZ):
```
108
C27H70ClN2O8 | OMol25 | ωB97M-V/def2-TZVPD
C 8.3494 1.2556 -2.7725
C 7.3207 2.3569 -2.6185
N 7.7202 3.5142 -2.2878
C 5.8510 2.0125 -2.8541
N 5.1680 2.0083 -1.5765
Cl 3.5116 2.5954 -1.8518
H 9.0808 1.3205 -1.9646
H 8.8756 1.3717 -3.7279
H 7.8768 0.2707 -2.7602
H 6.9047 4.1247 -2.2063
H 5.8224 1.0198 -3.3709
H 5.4390 2.7397 -3.5722
C 2.3526 -0.3914 1.3645
C 1.5089 0.7494 1.9162
C 0.1282 0.7894 1.2780
O 2.1875 1.9869 1.7523
H 2.5096 -0.2520 0.2910
H 3.3321 -0.4049 1.8421
H 1.8685 -1.3584 1.5227
H 1.4000 0.6280 2.9982
H 0.2139 0.9504 0.2004
H -0.4622 1.6089 1.6893
H -0.4142 -0.1447 1.4393
H 2.3033 2.1143 0.8005
C 4.9578 6.8430 -6.3155
C 5.1215 5.4511 -5.7201
C 3.9245 4.5663 -6.0269
O 5.3451 5.5300 -4.3178
H 4.0790 7.3344 -5.8867
H 5.8301 7.4580 -6.0915
H 4.8290 6.7968 -7.3986
H 6.0217 4.9897 -6.1284
H 3.0189 4.9926 -5.5843
H 4.0629 3.5739 -5.5977
H 3.7742 4.4680 -7.1034
H 4.5533 5.8954 -3.9073
C -4.7263 -0.0264 2.6619
C -3.7029 1.0424 2.3155
C -4.1256 2.4059 2.8378
O -3.4695 1.0943 0.9099
H -5.6926 0.2115 2.2064
H -4.4009 -0.9966 2.2832
H -4.8721 -0.1088 3.7396
H -2.7355 0.7746 2.7451
H -5.0719 2.7017 2.3736
H -3.3791 3.1634 2.5987
H -4.2685 2.3844 3.9196
H -4.3014 1.3237 0.4809
C -9.1953 2.8434 4.2041
C -8.3298 2.9609 2.9602
C -8.8639 4.0018 1.9895
O -8.1933 1.6948 2.3164
H -10.2080 2.5319 3.9309
H -8.7839 2.0974 4.8836
H -9.2630 3.7967 4.7301
H -7.3132 3.2300 3.2531
H -9.8666 3.7233 1.6517
H -8.2200 4.0716 1.1132
H -8.9238 4.9854 2.4572
H -9.0695 1.4096 2.0342
C -6.9832 -3.7764 4.6849
C -5.5692 -3.2470 4.8497
C -4.6831 -4.2368 5.5882
O -5.5678 -1.9778 5.5033
H -7.4381 -3.9449 5.6670
H -7.6025 -3.0567 4.1486
H -6.9824 -4.7225 4.1439
H -5.1431 -3.0453 3.8650
H -5.0763 -4.4123 6.5950
H -3.6705 -3.8456 5.6849
H -4.6488 -5.1942 5.0671
H -5.9341 -2.0965 6.3866
C 6.6641 1.4011 -6.4131
C 6.3115 1.7269 -7.8525
C 7.1306 0.9034 -8.8353
O 6.4659 3.1219 -8.1189
H 7.7179 1.6266 -6.2209
H 6.0697 1.9911 -5.7169
H 6.4981 0.3455 -6.1952
H 5.2491 1.5359 -8.0190
H 8.1956 1.1184 -8.7073
H 6.8570 1.1446 -9.8631
H 6.9800 -0.1650 -8.6736
H 7.3911 3.3510 -7.9749
C 5.0796 -2.6431 0.3683
C 6.3041 -1.8009 0.0364
C 6.1982 -0.4099 0.6286
O 6.4895 -1.7140 -1.3770
H 4.1815 -2.1664 -0.0329
H 5.1636 -3.6383 -0.0720
H 4.9539 -2.7459 1.4482
H 7.1990 -2.3126 0.4021
H 5.3351 0.1041 0.1955
H 7.0704 0.1895 0.3684
H 6.0969 -0.4299 1.7167
H 5.7643 -1.1781 -1.7262
C -7.8209 -8.9919 3.5163
C -6.4247 -8.4256 3.7172
C -5.5107 -9.4057 4.4342
O -6.4794 -7.1818 4.4153
H -8.2826 -9.2091 4.4840
H -8.4528 -8.2745 2.9935
H -7.7919 -9.9173 2.9395
H -5.9937 -8.1740 2.7463
H -5.9080 -9.6342 5.4276
H -4.5155 -8.9797 4.5580
H -5.4234 -10.3414 3.8806
H -6.8542 -7.3465 5.2881
```

The HOMO-LUMO gap comes out at 4.15 eV. Its total charge is -1. The HOMO energy is -2.47 eV.